# C33H36KN4O2PS4

C33H36KN4O2PS4 as an isolated structure in a non-equilibrium geometry (ωB97M-V/def2-TZVPD, the OMol25 dataset).

The LUMO energy is 3.57 eV. The value obtained for the total energy is -113814.9248 eV. Its total charge is -2. The value obtained for the energy above the lowest of the compared OMol25 structures with the same formula, charge and spin is 21.0 kcal/mol.

XYZ file:
```
81
Properties=species:S:1:pos:R:3:mulliken_charge:R:1
K 0.897 0.654 0.201 1.2765
S 0.158 3.996 2.438 -0.4298
S -1.603 2.130 0.891 -0.3388
S -1.295 -0.295 2.326 1.0960
S 3.883 3.052 0.084 -0.1289
P -0.738 -1.101 -1.779 0.4665
O 0.189 -0.340 2.122 -1.2739
O 2.731 -2.562 -2.005 -0.6578
N -2.496 6.447 3.617 -0.6986
N -4.929 3.655 1.557 -0.7219
N 3.076 0.666 1.838 0.6050
N 3.923 -0.046 -0.655 0.5349
C 3.131 1.904 2.576 -0.1410
C 0.828 -3.678 -4.641 -1.2265
C -2.828 0.535 -2.910 -0.0598
C -2.525 4.299 2.205 0.1295
C 4.271 -0.145 1.806 -1.1239
C -0.256 -3.889 -5.433 -0.2496
C 4.365 -0.874 0.451 -0.7285
C -3.249 1.639 -3.635 -0.8235
C -3.101 -1.096 -0.230 -0.7545
C -3.369 -3.857 -0.255 -0.5502
C -4.291 -3.080 0.435 -0.5805
C -0.533 -2.163 -3.231 0.1862
C -0.584 1.370 -2.968 -0.7458
C -1.530 -1.845 3.344 -1.0926
C -2.182 -1.868 -0.943 0.5389
C -1.592 -2.413 -4.095 -0.0767
C 4.006 2.967 1.899 -0.8418
C -0.952 -1.493 4.698 -0.5286
C 4.911 0.798 -1.280 -0.9751
C -1.622 -0.171 5.068 -0.6394
C -2.323 -3.256 -0.938 -0.9145
C 5.299 2.026 -0.453 -0.5940
C 1.909 -2.395 -2.875 0.1935
C -1.003 2.474 -3.690 -0.6905
C -2.471 5.479 2.982 -0.1513
C -1.378 3.548 1.868 0.3781
C -3.831 3.916 1.816 0.1121
C -1.485 0.382 -2.570 1.1007
C -1.604 0.715 3.820 -0.8482
C -1.492 -3.247 -5.195 -1.0697
C -4.151 -1.700 0.446 -0.7245
C 0.772 -2.776 -3.497 0.6462
C -2.341 2.610 -4.029 -0.5043
H 5.064 2.845 2.137 0.4006
H 4.307 -0.895 2.612 0.3539
H -0.809 1.462 3.830 0.1815
H 5.934 2.674 -1.060 0.4692
H -1.118 -2.261 5.460 0.3919
H -0.290 3.233 -3.986 0.3993
H -1.118 0.318 5.904 0.3564
H 3.699 -1.739 0.478 0.2916
H 5.395 -1.246 0.309 0.3132
H -4.296 1.743 -3.892 0.3699
H 3.530 -0.664 -1.358 -0.0787
H -3.472 -4.937 -0.268 0.3887
H 2.278 0.121 2.142 0.1988
H -1.611 -3.859 -1.488 0.4734
H -2.655 -0.367 5.371 0.2898
H 0.126 -1.347 4.589 0.1785
H 0.465 1.263 -2.709 0.4489
H -4.862 -1.085 0.986 0.4683
H 3.508 1.783 3.609 0.2442
H -3.003 -0.016 -0.207 0.4649
H -2.676 3.477 -4.586 0.3522
H 1.763 -4.194 -4.830 0.3211
H 3.688 3.950 2.249 0.4878
H 5.858 1.744 0.438 0.2106
H -2.604 -2.048 3.387 0.3961
H -2.342 -3.425 -5.842 0.3867
H -2.545 -1.943 -3.878 0.2144
H 4.490 1.147 -2.226 0.3963
H -0.172 -4.580 -6.266 0.3465
H -1.016 -2.652 2.824 0.4446
H -3.557 -0.198 -2.590 0.3229
H 2.114 2.295 2.642 -0.3571
H 5.143 0.498 1.944 0.3859
H -2.549 1.226 3.640 0.4081
H -5.111 -3.551 0.964 0.3647
H 5.846 0.253 -1.514 0.3357
```